Here is a cluster of 5 separate species, C23H42BrClN4O7 in total from OMol25. Energies are from ωB97M-V/def2-TZVPD.

Structure (ORCA input):
```
! wB97M-V def2-TZVPD RIJCOSX def2/J DEFGRID3
* xyz 0 1
Br -3.10 -1.36 1.61
Cl -6.87 3.58 1.74
O 2.15 2.28 3.58
O -5.52 -2.70 -4.35
O 5.84 -3.08 0.81
O -1.25 -0.63 -0.28
O -1.07 2.75 -2.39
O -3.08 1.81 -2.13
O 4.33 0.34 -0.37
N 4.79 -3.81 2.66
N -4.26 -1.12 -5.32
N 3.33 -1.68 -0.31
N 3.88 3.58 4.18
C -2.00 2.51 -1.68
C 5.80 -3.87 1.75
C -0.67 3.38 1.70
C -5.89 2.50 0.67
C -4.53 -2.41 -4.99
C -2.21 2.91 -0.24
C -4.43 2.69 1.09
C 3.38 -0.37 -0.67
C -6.41 1.07 0.80
C 3.24 2.76 3.30
C -3.34 1.96 0.25
C -2.41 -0.71 -0.12
C 2.19 0.18 -1.44
C -3.51 -0.30 -1.06
C 3.94 2.45 2.00
C 2.26 -2.62 -0.56
C -0.93 2.79 0.54
C 6.86 -4.92 1.95
C -3.13 -0.58 -6.05
C -3.53 -3.46 -5.44
C 4.58 -4.65 3.82
C -3.80 1.22 -1.02
C 5.17 4.23 4.02
H -3.46 -0.08 -6.96
H -2.46 -1.39 -6.33
H -4.40 -0.89 -0.85
H 5.86 3.92 4.81
H 5.07 5.32 4.06
H 2.06 -0.34 -2.39
H -4.85 1.35 -1.29
H 4.90 1.97 2.16
H -5.90 0.56 1.62
H 5.37 -5.39 3.88
H 6.43 -5.92 1.92
H -6.27 0.50 -0.12
H 3.63 -5.17 3.76
H -1.36 4.08 2.17
H -4.21 3.76 1.09
H 4.14 -2.02 0.19
H 4.59 -4.06 4.73
H 4.13 -3.07 2.49
H 1.84 -3.01 0.38
H -7.48 1.07 1.02
H 2.61 -3.47 -1.15
H -2.57 3.94 -0.27
H -2.58 0.13 -5.44
H 0.27 3.15 2.19
H -2.85 1.27 0.94
H 2.37 1.23 -1.62
H -3.89 -4.42 -5.09
H 3.36 3.75 5.03
H 5.60 3.96 3.06
H -4.97 -0.48 -5.00
H -2.54 -3.27 -5.01
H -0.18 2.14 0.10
H 7.58 -4.82 1.14
H 1.28 0.06 -0.85
H 3.31 1.78 1.42
H -6.06 2.90 -0.33
H -3.44 -3.48 -6.52
H -3.16 -0.51 -2.08
H -4.37 2.36 2.13
H 7.37 -4.79 2.90
H 1.45 -2.14 -1.10
H 4.11 3.36 1.42
*
```

Summary:
Gap between HOMO and LUMO ... 9.30 eV
SMILES string ... C=C[C@H]1C(=O)O[C@@H](CC(=O)Br)[C@@H]1C[C@@H](C)Cl.CNC(C)=O.CNC(C)=O.CNC(C)=O.CNC(C)=O
E_LUMO ... 0.33 eV
HOMO energy ... -8.973 eV
Energy ... -127391.63692 eV